i.
This record from the OMol25 dataset describes a molecular structure, C4H7NO3. The level of theory is ωB97M-V/def2-TZVPD.

Element x y z (Å)
O (-1.17827, -2.29766, 1.52922)
O (-0.76743, 0.37412, 1.51143)
O (-1.18555, 1.28577, -0.76990)
N (0.70842, -1.44707, -1.15690)
C (-0.20569, -0.86749, -0.24045)
C (-0.24336, 0.61898, -0.05073)
C (-0.75516, -1.42337, 0.85447)
C (1.05238, 1.37933, -0.03786)
H (0.32527, -2.25909, -1.62342)
H (1.68699, 1.01326, 0.76510)
H (1.54757, 1.20598, -0.99318)
H (-1.50362, 0.95294, 1.75376)
H (1.59927, -1.67919, -0.73240)
H (0.86616, 2.44431, 0.08647)
H (-1.94698, 0.69918, -0.89562)

The orbital gap comes out at 0.3302 Ha. For the LUMO energy, the calculation gives 0.6 eV. The value obtained for the molecular weight is 117.10 g/mol.

***

ii.
This record from the OMol25 dataset describes 2 unconnected molecules or ions with the total composition C4H7NO3. The level of theory is ωB97M-V/def2-TZVPD.

Element x y z (Å)
O (-0.20110, 2.37019, 0.74212)
O (0.42436, -3.12022, 0.04984)
O (0.03656, -3.13843, -2.13329)
N (-0.71427, 4.27818, 1.97635)
C (0.13041, -1.04890, -1.02098)
C (0.18153, -2.48744, -1.12608)
C (0.23739, -0.32459, 0.22954)
C (-0.11655, 3.60041, 1.02700)
H (0.56202, 4.22135, 0.43046)
H (-0.08884, -0.55986, -1.96114)
H (-1.35814, 3.63833, 2.45184)
H (1.04838, 0.43357, 0.12932)
H (0.47640, -1.03897, 1.00939)
H (0.45192, -4.05395, -0.17819)
H (-0.71683, 0.17839, 0.44708)

The orbital gap comes out at 0.1217 Ha. For the LUMO energy, the calculation gives -4.5 eV. The value obtained for the molecular weight is 117.10 g/mol.

***

Energies in kcal/mol, measured from the most stable structure: i 0.0; ii 75.8.